Formula: C6H17NO4
Source: OMol25
Level of theory: ωB97M-V/def2-TZVPD

Its energy above the lowest of the compared OMol25 structures with the same formula, charge and spin is 2.1858 eV. The SMILES is N/C=C/CCCC=O.O.O.O. Its total energy is -594.45967 Eh. Its net charge is 0. As for the highest occupied orbital energy: -7.472 eV. The calculation puts the HOMO-LUMO gap at 0.2942 Ha. The multiplicity is 1.

Structure (XYZ):
```
28
Properties=species:S:1:pos:R:3:mulliken_charge:R:1
O -0.4096 1.5454 0.8053 -0.507
O 1.4143 2.2913 -1.9637 -0.708
O -0.5800 1.7016 4.1813 -0.625
O 3.5576 0.4096 1.0844 -0.636
N 1.7780 -0.3618 -2.2072 -0.389
C -1.7317 -1.4092 -1.3751 -0.915
C -1.2427 0.7250 1.1460 -0.162
C -0.5533 -0.6045 -1.7583 -0.506
C 0.5948 -1.1513 -2.1790 -0.153
C -1.9202 -1.4831 0.1384 -0.418
C -0.9065 -0.7363 0.9805 -0.579
H 0.9092 2.2864 -1.1327 0.356
H 2.4939 -0.7294 -2.8198 0.181
H -1.7016 -2.5073 0.4673 0.255
H -0.4969 1.0440 4.8850 0.313
H -1.5053 1.8032 3.9534 0.320
H 2.7166 0.8727 1.0639 0.322
H -2.9537 -1.1642 0.2296 0.301
H -2.2172 1.0927 1.4841 0.477
H 3.8430 0.4338 2.0025 0.304
H -1.5473 -2.3837 -1.9267 0.316
H -2.6584 -1.1728 -1.8884 0.366
H 1.5531 0.6502 -2.2268 0.295
H -0.7053 0.4729 -1.7167 0.405
H 0.1168 -0.7764 0.6595 0.321
H 0.7714 -2.2150 -2.2433 0.341
H -0.9202 -1.1386 2.0058 0.387
H 2.3011 2.5047 -1.6492 0.337
```

***

Formula: C20H23Cl2N2O8PdS2
Source: OMol25
Level of theory: ωB97M-V/def2-TZVPD

Its energy above the lowest of the compared OMol25 structures with the same formula, charge and spin is 1.5681 eV. Its total energy is -3331.72742 Eh. Its net charge is +1. As for the highest occupied orbital energy (alpha / beta): -11.692 / -11.691 eV. The calculation puts the HOMO-LUMO gap (alpha / beta) at 0.2276 / 0.2264 Ha. The multiplicity is 1.

Structure (XYZ):
```
58
Properties=species:S:1:pos:R:3:mulliken_charge:R:1
Pd -0.2016 1.1342 0.1604 0.428
Cl 1.4755 -1.1962 0.2835 -0.115
Cl -0.8419 -1.5608 2.0464 -0.118
S -2.6014 -4.0602 -3.0122 1.270
S 0.9674 3.0322 2.3844 1.559
O 1.2151 3.3061 3.7597 -0.644
O -0.4575 0.5509 -1.6878 -0.726
O -3.1344 4.8324 -0.8297 -0.368
O -1.5397 3.2740 -1.4591 -0.411
O -1.5780 -3.4526 -3.8115 -0.690
O -3.4122 -5.1253 -3.5090 -0.695
O 0.8393 1.6123 2.0054 -0.497
O -2.1233 0.3807 -0.3472 -0.827
N -3.6665 -2.8702 -2.5908 -0.353
N -0.5103 3.6866 1.8757 -0.282
C 0.0636 -5.6785 2.1760 -1.671
C -2.3398 -0.7827 -2.4511 -0.352
C 2.1596 3.8032 1.3663 0.842
C 4.1119 4.9643 -0.2237 0.779
C -1.0601 4.5282 2.6507 -0.299
C -0.4635 -4.3394 -1.3398 -0.364
C 2.0092 3.7916 -0.0172 -0.216
C 5.1582 5.6125 -1.0823 -1.438
C -2.3426 4.0573 -1.1545 0.755
C -0.5892 -5.3003 0.8763 0.770
C 3.2629 4.3894 1.9692 -0.536
C 4.2327 4.9632 1.1638 -0.713
C -1.9575 -5.5105 0.6860 -0.726
C -3.2391 -1.7838 -1.7168 -0.648
C 0.9009 -1.7447 1.8803 -0.284
C 0.1452 -4.7272 -0.1538 -0.390
C -2.5742 -5.1509 -0.4976 -0.548
C 2.9857 4.3718 -0.8017 -1.207
C -1.6483 0.0881 -1.4747 1.479
C -1.8212 -4.5538 -1.5038 -0.083
H 6.1487 5.5066 -0.6428 0.392
H -3.6288 -5.3459 -0.6481 0.408
H -2.9081 -0.1603 -3.1468 0.308
H -0.2120 -4.9736 2.9645 0.280
H -0.6456 4.8115 3.6194 0.305
H 0.1076 -3.8928 -2.1430 0.541
H -2.7070 -2.1655 -0.8389 0.269
H 1.3920 -1.1402 2.6326 0.421
H 1.1287 3.3668 -0.4917 0.055
H -2.5397 -5.9748 1.4727 0.450
H 4.9537 6.6807 -1.1806 0.306
H -1.9929 4.9863 2.3323 0.275
H -4.1350 -1.2875 -1.3495 0.437
H 5.1727 5.1840 -2.0827 0.381
H 5.1022 5.4151 1.6238 0.416
H -0.2560 -6.6678 2.5031 0.477
H 3.3600 4.3861 3.0466 0.506
H 1.1498 -5.6872 2.0882 0.367
H 2.8768 4.3676 -1.8787 0.410
H -4.5761 -3.2610 -2.3876 0.332
H -1.5803 -1.3001 -3.0385 0.239
H 1.2158 -4.5928 -0.0400 0.526
H 1.1485 -2.7970 1.9660 0.216
```

***

Formula: C14H30NO3P2Pb
Source: OMol25
Level of theory: ωB97M-V/def2-TZVPD

Its total energy is -1707.22808 Eh. Its net charge is +1. As for the highest occupied orbital energy: -10.357 eV. The calculation puts the HOMO-LUMO gap at 0.2610 Ha. The multiplicity is 1.

Structure (XYZ):
```
51
Properties=species:S:1:pos:R:3:mulliken_charge:R:1
Pb 0.7485 -1.2011 0.1481 0.755
P -0.7339 -0.5440 -2.2783 0.751
P 1.5952 0.4681 2.1571 0.613
O -1.0212 -1.7827 1.2622 -0.628
O 2.5559 0.9415 -2.7694 -0.637
O 3.6384 -0.0677 -0.8501 -0.475
N 0.1760 1.5540 -0.1967 0.477
C -0.0713 2.3175 0.8814 0.377
C 0.3314 1.7832 2.2490 -1.045
C -1.2994 -4.0602 0.4298 -1.352
C 1.5453 -0.2957 3.7933 -1.245
C 3.1187 1.4451 2.0932 -1.204
C -0.7531 3.2696 -1.5994 -1.044
C 0.0295 1.0669 -2.5730 -1.051
C -2.4801 -0.1468 -1.8375 -1.127
C -0.9345 -1.2175 -3.9682 -1.303
C -1.9430 -2.8275 1.0429 1.011
C -2.6483 -3.1499 2.3555 -1.442
C -0.7086 3.5588 0.7826 -0.906
C -0.1923 1.9898 -1.4369 0.372
C -1.0499 4.0474 -0.4796 -0.522
H -0.8752 -3.8467 -0.5583 0.292
H -3.0972 -2.2587 2.8026 0.349
H -1.2099 -2.2810 -3.9170 0.378
H 3.1325 2.0779 1.1947 0.360
H 1.5318 0.4708 4.5797 0.396
H -0.5001 -4.4498 1.0777 0.291
H -0.3257 1.5133 -3.5109 0.572
H 0.6458 -0.9270 3.8655 0.319
H 0.7368 2.5988 2.8699 0.564
H 0.0096 -1.1244 -4.5222 0.366
H -2.7145 -2.4647 0.3343 -0.147
H -3.0349 0.0911 -2.7578 0.433
H -1.7284 -0.6682 -4.4950 0.383
H 3.1735 2.0871 2.9826 0.424
H -0.5519 1.3735 2.7686 0.447
H -2.0449 -4.8544 0.3036 0.411
H -0.9910 3.5968 -2.6095 0.451
H -1.9338 -3.5591 3.0801 0.326
H 2.8462 0.5801 -3.6187 0.354
H -0.9090 4.1127 1.6971 0.494
H -3.4376 -3.8976 2.2165 0.399
H 1.4722 0.9370 -2.7365 -0.029
H 3.9851 0.7701 2.0899 0.378
H 3.0855 0.4004 -1.8881 0.523
H -1.5254 5.0172 -0.5981 0.425
H 4.4580 -0.5955 -0.8736 0.375
H 2.9387 -0.6329 -0.3931 0.139
H -2.5259 0.7176 -1.1605 0.303
H -2.9516 -1.0064 -1.3358 0.267
H 2.4381 -0.9267 3.9063 0.384
```

***

Formula: CH2O3S
Source: OMol25
Level of theory: ωB97M-V/def2-TZVPD

Its energy above the lowest of the compared OMol25 structures with the same formula, charge and spin is 3.1968 eV. Its total energy is -663.05540 Eh. Its net charge is 0. As for the highest occupied orbital energy: -9.873 eV. The calculation puts the HOMO-LUMO gap at 0.3242 Ha. The multiplicity is 1.

Structure (XYZ):
```
7
Properties=species:S:1:pos:R:3:mulliken_charge:R:1
S 1.1432 -0.0341 1.1750 0.872
O 1.1997 -1.3209 1.8496 -0.549
O 2.3306 0.7541 0.9331 -0.541
O 0.6446 0.2335 -1.3143 -0.261
C 0.0001 -0.2691 -0.2956 -0.045
H 0.2482 0.3885 -2.1667 0.383
H 0.3342 0.7331 1.8617 0.141
```

***

> Look up the multiplicity of the fourth one.

1